Entry 1:
{
  "formula": "C5H11N2",
  "method": "ωB97M-V/def2-TZVPD",
  "relative_energy_kcal_mol": 68.45,
  "smiles": "C=N/C=C/CC[NH3+]",
  "homo_lumo_gap_ev": 9.312,
  "total_charge": 1,
  "elements": ["C", "N", "C", "C", "C", "C", "N", "H", "H", "H", "H", "H", "H", "H", "H", "H", "H", "H"],
  "coordinates": [[0.128, -2.295, -2.363], [-0.239, -1.315, -1.589], [0.611, -0.841, -0.602], [1.061, 0.432, -0.513], [1.003, 1.067, 0.835], [-0.373, 1.584, 1.017], [-1.259, 0.358, 1.390], [1.010, -2.938, -2.385], [-0.393, -2.412, -3.341], [0.729, -1.431, 0.285], [0.753, 0.949, -1.452], [1.752, 1.913, 0.752], [1.211, 0.342, 1.658], [-0.534, 2.380, 1.828], [-0.927, 2.053, 0.281], [-1.505, -0.150, 0.478], [-2.145, 0.710, 1.745], [-0.882, -0.404, 1.975]],
  "atomic_forces_ev_per_a": [[-0.9, 1.7, -1.0], [1.3, -2.1, -2.4], [0.5, 1.0, 1.3], [-2.6, -2.2, -1.8], [2.6, 1.4, -1.1], [-0.9, 0.2, 4.1], [-0.9, -0.4, -2.2], [0.4, 0.4, 1.0], [-0.5, -0.2, 1.2], [0.0, -0.8, 0.5], [0.8, 0.6, 1.0], [-0.9, -0.8, 1.1], [0.4, 0.7, -0.6], [0.7, -1.5, -0.4], [-0.5, 0.5, -2.5], [0.5, 0.8, 1.2], [-0.1, -0.3, 0.4], [0.1, 0.9, 0.1]],
  "mulliken_charge": [-0.20, -0.37, -0.47, -0.38, -0.40, -0.61, -0.38, 0.27, 0.25, 0.47, 0.34, 0.29, 0.29, 0.34, 0.46, 0.37, 0.38, 0.34]
}

Entry 2:
{
  "formula": "C5H8FN",
  "method": "ωB97M-V/def2-TZVPD",
  "relative_energy_kcal_mol": 124.90,
  "homo_lumo_gap_ev": [8.861, 8.237],
  "elements": ["C", "C", "C", "C", "C", "N", "F", "H", "H", "H", "H", "H", "H", "H", "H"],
  "coordinates": [[1.172, 0.545, 0.098], [1.983, -0.313, -0.735], [-0.102, -0.046, 0.710], [-2.153, -0.523, -1.028], [-1.490, 0.180, 0.033], [-2.613, -0.689, 0.275], [-1.660, 1.590, 0.086], [1.688, 0.539, 1.030], [0.924, 1.455, -0.332], [1.621, -0.913, -1.459], [3.062, -0.086, -0.841], [0.145, -1.070, 0.743], [-0.422, 0.314, 1.731], [-2.782, 0.077, -1.707], [-3.475, -0.298, 0.621]],
  "atomic_forces_ev_per_a": [[-1.2, -1.4, 2.0], [2.4, 1.3, 0.6], [-2.8, 0.3, -0.2], [-1.2, 1.2, -1.0], [2.8, 0.5, 0.3], [0.6, 0.2, 0.9], [-0.7, -1.1, -0.1], [1.2, 1.5, 0.7], [0.2, 2.3, -0.5], [-1.4, -2.0, -2.2], [-0.8, -0.1, 0.3], [-0.5, -1.6, 0.5], [1.3, -0.2, -0.7], [0.4, -0.7, -0.3], [-0.3, 0.1, -0.2]],
  "mulliken_charge": [-0.30, -1.00, -0.82, -0.59, 0.92, -0.50, -0.31, 0.24, 0.43, 0.44, 0.30, 0.40, 0.27, 0.25, 0.27]
}

Entry 3:
{
  "formula": "CH5ClNOPS",
  "method": "ωB97M-V/def2-TZVPD",
  "relative_energy_kcal_mol": 118.05,
  "homo_lumo_gap_ev": [5.820, 5.795],
  "elements": ["C", "N", "O", "P", "S", "Cl", "H", "H", "H", "H", "H"],
  "coordinates": [[-0.148, -1.406, 0.609], [-0.368, -0.342, -0.316], [2.008, 0.809, -1.142], [-0.782, 1.185, 0.213], [-1.351, 1.408, 2.070], [-1.772, 1.972, -1.392], [0.817, -1.939, 0.525], [-0.181, -1.036, 1.805], [-1.034, -2.139, 0.391], [0.700, 0.131, -0.790], [2.110, 1.357, -1.974]],
  "atomic_forces_ev_per_a": [[-1.3, -1.1, 3.5], [1.5, 3.7, -0.4], [-2.0, 0.5, -0.2], [-1.3, -2.8, 0.7], [0.6, 0.7, -2.0], [1.0, 0.0, 1.1], [-0.5, 0.5, -0.5], [-0.2, -1.1, -3.2], [1.7, 1.0, 0.8], [1.1, -0.1, -1.2], [-0.5, -1.2, 1.4]],
  "mulliken_charge": [-0.61, -0.30, -0.89, 0.72, -0.23, -0.11, 0.28, 0.22, 0.23, 0.45, 0.24]
}

Entry 4:
{
  "formula": "C29H65NO15",
  "method": "ωB97M-V/def2-TZVPD",
  "spin_multiplicity": 2,
  "homo_lumo_gap_ev": [1.352, 9.472],
  "total_charge": -1,
  "elements": ["C", "O", "C", "C", "O", "C", "C", "O", "C", "H", "H", "H", "H", "H", "H", "H", "H", "H", "H", "H", "H", "H", "H", "C", "O", "C", "C", "O", "C", "C", "O", "C", "H", "H", "H", "H", "H", "H", "H", "H", "H", "H", "H", "H", "H", "H", "C", "O", "C", "C", "O", "C", "C", "O", "C", "H", "H", "H", "H", "H", "H", "H", "H", "H", "H", "H", "H", "H", "H", "C", "O", "C", "C", "O", "C", "C", "O", "C", "H", "H", "H", "H", "H", "H", "H", "H", "H", "H", "H", "H", "H", "H", "C", "O", "C", "O", "O", "C", "H", "H", "H", "H", "H", "H", "C", "C", "N", "H", "H", "H"],
  "coordinates": [[-0.652, -3.148, -3.245], [-1.306, -2.847, -2.042], [-0.701, -3.271, -0.813], [-1.668, -3.643, 0.220], [-2.583, -4.724, -0.265], [-3.375, -5.386, 0.637], [-4.259, -6.387, 0.103], [-3.513, -7.543, -0.130], [-4.320, -8.621, -0.666], [0.403, -2.918, -3.091], [-1.228, -2.787, -4.097], [-0.521, -4.205, -3.475], [-0.118, -2.467, -0.363], [-0.032, -4.115, -0.979], [-2.229, -2.731, 0.423], [-1.184, -4.015, 1.123], [-4.017, -4.569, 0.965], [-2.906, -5.748, 1.552], [-4.758, -6.088, -0.819], [-5.102, -6.566, 0.770], [-4.961, -8.976, 0.140], [-3.701, -9.443, -1.025], [-4.887, -8.286, -1.535], [-1.682, 0.275, -3.663], [-1.198, 0.373, -4.976], [0.128, 0.874, -5.227], [1.188, -0.151, -4.864], [1.111, -1.462, -5.501], [0.926, -1.457, -6.914], [2.189, -1.003, -7.681], [2.864, 0.114, -7.176], [3.580, 0.886, -8.107], [-2.762, 0.149, -3.593], [-1.480, 1.201, -3.124], [-1.147, -0.473, -3.077], [0.129, 1.806, -4.661], [0.272, 1.293, -6.223], [1.204, -0.430, -3.811], [2.159, 0.316, -5.033], [0.080, -0.872, -7.275], [0.775, -2.492, -7.220], [2.122, -0.910, -8.765], [2.896, -1.816, -7.519], [4.228, 0.193, -8.643], [4.242, 1.680, -7.761], [2.923, 1.275, -8.884], [1.839, 0.847, 6.423], [2.045, 1.718, 5.318], [1.658, 1.331, 4.046], [2.133, 2.450, 3.103], [1.511, 3.753, 3.281], [0.059, 3.806, 3.201], [-0.217, 5.301, 3.544], [-1.516, 5.820, 3.298], [-2.520, 5.412, 4.226], [0.878, 1.086, 6.877], [2.613, 0.799, 7.189], [1.683, -0.160, 6.035], [0.575, 1.216, 4.096], [2.078, 0.355, 3.805], [1.946, 2.216, 2.055], [3.220, 2.505, 3.168], [-0.487, 3.298, 3.996], [-0.336, 3.622, 2.202], [0.500, 5.693, 2.823], [0.077, 5.550, 4.564], [-3.533, 5.736, 3.987], [-2.306, 5.774, 5.232], [-2.480, 4.333, 4.371], [1.807, 5.266, -0.582], [2.083, 3.868, -0.683], [2.264, 3.372, -2.048], [2.885, 2.061, -1.929], [1.904, 1.050, -1.599], [2.424, -0.272, -1.398], [3.089, -0.373, 0.033], [3.128, -1.594, 0.637], [3.740, -1.669, 1.873], [2.656, 5.949, -0.596], [1.324, 5.386, 0.388], [1.263, 5.650, -1.444], [2.860, 4.064, -2.643], [1.359, 3.417, -2.653], [3.708, 2.166, -1.222], [3.446, 1.737, -2.805], [3.280, -0.505, -2.030], [1.650, -1.037, -1.463], [2.601, 0.400, 0.627], [4.118, -0.015, -0.005], [3.297, -1.004, 2.614], [4.826, -1.612, 1.797], [3.457, -2.680, 2.164], [-1.782, -0.557, 4.932], [-1.569, 0.529, 5.771], [-2.627, 1.305, 6.251], [-2.498, 2.240, 7.075], [-3.734, 1.029, 5.516], [-4.974, 1.534, 5.991], [-0.814, -1.027, 4.761], [-1.984, -0.098, 3.965], [-2.561, -1.260, 5.229], [-4.889, 2.592, 6.241], [-5.295, 1.093, 6.935], [-5.732, 1.435, 5.215], [-0.213, 1.100, 0.449], [-0.131, -0.057, 1.421], [-0.167, -0.955, 2.145], [0.722, 1.652, 0.361], [-1.027, 1.774, 0.718], [-0.445, 0.703, -0.539]],
  "atomic_forces_ev_per_a": [[1.0, -1.1, 0.6], [-1.0, -0.1, 1.0], [1.1, -0.5, -1.6], [-2.7, -1.5, 0.1], [2.8, 0.7, -1.6], [-0.5, 3.3, 2.1], [-0.9, -1.4, -1.4], [-0.1, -2.0, -0.8], [0.7, 0.9, 0.5], [0.2, 1.2, -1.0], [0.5, 0.8, 0.3], [-0.7, -0.8, 0.5], [0.3, 0.3, -0.1], [0.2, -0.1, -0.3], [-0.6, -0.2, 0.4], [0.2, 0.3, 0.0], [-0.8, 0.0, 0.9], [0.7, -0.3, 0.0], [0.2, 0.4, -0.4], [0.0, -0.2, 0.6], [-0.3, -0.1, -0.2], [0.3, 0.2, 0.3], [-0.3, 0.2, 0.1], [1.3, 0.9, 0.8], [-0.7, -0.4, -2.0], [-1.2, -0.3, 1.5], [0.6, -0.3, 0.4], [-0.4, 1.1, -0.8], [0.8, 0.9, -0.4], [1.3, -1.1, 0.2], [-0.3, 1.9, 1.4], [0.0, -1.2, -1.4], [0.1, -0.4, -0.6], [0.0, 0.5, 0.1], [-0.2, -0.5, -0.1], [1.1, 0.0, 0.7], [-0.6, -0.8, -0.5], [-0.5, 0.3, 0.1], [0.1, -0.1, -0.3], [-0.4, 0.1, 0.5], [-0.1, 0.0, 0.1], [-0.8, 0.0, -0.2], [0.2, -0.5, -0.2], [0.5, -0.1, -0.3], [-0.6, -0.1, 0.9], [-0.3, 0.4, 0.0], [-1.5, -0.6, -1.1], [1.8, 0.9, 2.0], [-0.6, 0.5, 0.3], [-1.2, -0.1, -0.7], [-0.5, -1.0, 0.5], [0.2, 1.3, 1.3], [0.4, -0.3, -0.9], [-0.4, -0.2, -0.4], [1.1, -0.6, 0.7], [0.0, 0.2, 0.3], [0.3, 0.6, -0.4], [0.2, -0.4, 0.0], [-0.3, 0.0, -0.7], [0.2, -0.1, -0.4], [-0.1, -0.6, -0.1], [-0.1, 0.7, 0.4], [0.4, -1.1, -0.2], [0.1, -0.4, 0.0], [-0.3, 1.3, 0.2], [0.2, -0.2, 0.1], [0.3, 0.1, -0.6], [0.2, 0.5, 0.2], [-0.4, -0.3, -0.3], [0.0, -0.3, -0.2], [0.1, 0.2, -1.2], [-0.6, 2.0, 0.6], [0.8, -1.9, -0.2], [0.7, -0.5, -0.1], [1.4, 0.2, 1.8], [0.2, 2.2, -0.5], [-1.3, -1.2, -1.2], [-0.4, -1.2, 0.3], [0.9, -0.5, 0.2], [-0.4, 0.2, -0.3], [-0.8, -0.3, 0.2], [0.8, 0.0, 0.3], [-0.7, -0.5, 0.5], [-0.3, -0.3, 0.8], [-0.4, 0.1, -0.7], [-0.5, 0.0, -0.9], [-0.2, 0.3, -0.3], [-0.5, 0.0, 0.5], [0.4, 0.3, -0.5], [0.2, 0.4, 0.0], [0.2, 0.4, 0.1], [0.4, -0.1, 0.5], [0.1, 0.0, -2.1], [-1.1, 2.5, 3.3], [1.3, 1.8, 0.0], [-0.4, -3.6, -2.6], [0.4, -0.4, 0.9], [-0.3, 1.2, 0.5], [-0.1, -0.2, 0.5], [-0.6, -0.6, -0.3], [0.1, 0.2, 0.2], [0.2, 0.1, -0.3], [0.1, -0.6, -0.2], [0.3, -0.3, 0.0], [-0.1, -0.9, 0.5], [-0.3, 0.8, -0.6], [0.2, 0.5, -0.4], [-0.1, -0.1, 0.2], [0.0, -0.1, 0.3], [0.1, -0.1, 0.0]],
  "mulliken_charge": [-0.83, -0.34, 0.13, -0.83, -0.21, -0.70, -0.51, -0.30, -0.75, 0.31, 0.24, 0.48, 0.04, 0.35, 0.26, 0.39, 0.40, 0.27, 0.33, 0.41, 0.29, 0.25, 0.31, -0.91, -0.06, -1.23, 2.49, -0.41, -0.73, -0.79, 0.36, -1.92, 0.31, 0.36, 0.16, 0.31, 0.12, -1.01, 0.44, 0.30, 0.37, 0.48, 0.26, 0.39, 0.33, 0.40, -0.75, -0.43, 0.80, 0.42, -0.43, 0.54, -1.06, -0.23, -0.75, 0.20, 0.30, 0.28, -0.13, -0.31, -0.60, 0.31, 0.05, 0.04, 0.25, 0.42, 0.33, 0.32, 0.17, -1.10, 0.25, -1.91, -1.40, 0.57, 0.09, 0.16, -0.20, -0.62, 0.36, -0.24, 0.49, 0.73, 0.31, 0.24, 0.87, 0.55, -0.35, -0.41, 0.44, -0.03, 0.35, 0.26, -0.81, -0.13, 0.50, -0.54, 0.10, -1.06, 0.32, 0.20, 0.40, 0.28, 0.32, 0.28, 0.64, 0.51, -0.44, -0.68, 0.49, -0.54]
}

Entry 5:
{
  "formula": "C4H6O2",
  "method": "ωB97M-V/def2-TZVPD",
  "relative_energy_kcal_mol": 11.95,
  "homo_lumo_gap_ev": 11.382,
  "elements": ["C", "C", "C", "C", "O", "O", "H", "H", "H", "H", "H", "H"],
  "coordinates": [[-1.572, -0.095, 0.291], [-0.254, -0.190, -0.434], [0.895, 0.761, -0.086], [1.673, -0.533, 0.104], [2.808, -0.867, 0.255], [0.571, -1.330, -0.017], [-1.434, 0.006, 1.372], [-2.179, -0.983, 0.090], [-2.122, 0.780, -0.074], [-0.407, -0.284, -1.512], [1.268, 1.443, -0.852], [0.754, 1.291, 0.862]],
  "atomic_forces_ev_per_a": [[0.0, 0.0, 0.0], [-0.3, 0.0, -0.1], [0.1, 0.1, 0.0], [0.6, 0.0, 0.1], [-0.6, 0.1, 0.0], [0.1, -0.1, 0.0], [0.0, 0.0, -0.1], [0.1, 0.1, 0.1], [0.1, -0.1, 0.1], [0.0, 0.1, 0.1], [-0.1, -0.1, 0.1], [0.0, -0.1, -0.2]],
  "mulliken_charge": [-1.31, 0.41, -0.48, 0.55, -0.55, -0.37, 0.33, 0.32, 0.34, 0.28, 0.27, 0.22]
}